Record 1
The following is a DFT calculation (wB97M-V/def2-TZVPD) of a 2-piece molecular cluster, C5H10N3O2 overall in a non-equilibrium geometry.

The total energy is -510.859857 Ha. The total charge is +1. The frontier orbital gap (spin up / spin down) is 7.6428 / 7.6460 eV. Its lowest unoccupied orbital energy (spin up / spin down) is -3.555 / -3.553 eV. As for the largest force on an atom: 0.0977 Eh/bohr.

Each line ends with the natural charge from an NBO analysis.
Element x y z (Å)
C 3.231 -0.694 0.769  0.29
C -0.687 0.631 0.560  1.06
C 2.084 0.181 -0.935  -0.10
C -3.367 0.373 -0.780  -0.64
C -2.866 -0.242 0.484  -0.07
N 3.457 0.058 -0.331  -0.57
N 1.179 -0.583 -0.085  -0.45
N 1.992 -0.909 0.951  -0.33
O -0.269 1.753 0.654  -0.41
O -1.455 -0.387 0.479  -0.43
H 4.073 -0.962 1.524  0.26
H 1.545 1.252 -1.137  0.19
H 2.091 -0.205 -1.972  0.20
H -4.312 0.762 -0.676  0.25
H -2.683 1.104 -1.050  0.22
H -3.579 -0.363 -1.611  0.24
H -3.164 -1.252 0.721  0.23
H -3.052 0.444 1.355  0.20
H 4.185 0.683 -0.526  0.44
H 1.597 -1.645 1.609  0.44

Record 2
The following is a DFT calculation (wB97M-V/def2-TZVPD) of an isolated ion of composition C5H10N3O2 and charge +1 in a non-equilibrium geometry.

The total energy is -510.855552 Ha. The total charge is +1. The frontier orbital gap (spin up / spin down) is 7.0876 / 6.1321 eV. As for the spin multiplicity: 3. Its lowest unoccupied orbital energy (spin up / spin down) is -2.651 / -6.440 eV. As for the largest force on an atom: 0.0906 Eh/bohr.

Each line ends with the natural charge from an NBO analysis.
Element x y z (Å)
C 1.860 -0.517 0.808  -0.11
C 0.802 -1.412 0.297  -0.40
C 2.672 0.474 0.319  0.09
C -0.494 -1.210 -0.150  0.28
C -1.199 0.008 0.028  0.46
N -3.111 1.305 0.060  -0.70
N -2.490 0.075 -0.105  -0.40
N 2.866 0.955 -0.964  -0.68
O -1.285 -2.319 -0.436  -0.63
O -0.564 1.086 0.376  -0.67
H 2.052 -0.771 1.816  0.23
H 0.952 -2.595 0.414  0.24
H 3.358 0.996 0.991  0.22
H -3.544 1.739 -0.747  0.40
H -3.591 1.288 0.994  0.39
H -3.027 -0.756 0.037  0.41
H 3.608 1.649 -0.990  0.41
H 2.115 1.042 -1.632  0.42
H -0.764 -3.054 -0.583  0.50
H -1.063 2.019 0.427  0.55

Looking at relative energy (zero: lowest compared OMol25 entry of this formula, charge and spin) for the records above, in order, we have 477.90; 0.00 kJ/mol.